Run 1
# C4H11O2S

2 unconnected molecules or ions with the total composition C4H11O2S (ωB97M-V/def2-TZVPD, the OMol25 dataset).

Computed properties:
- HOMO (eV) = -2.5
- total charge = -1
- gap between HOMO and LUMO (eV) = 5.996

XYZ file:
```
18
Properties=species:S:1:pos:R:3:mulliken_charge:R:1
C 0.52498 -0.75773 -1.49856 -0.59
O -0.05218 -2.03397 -1.76365 -0.57
C -0.58704 0.05016 -0.74084 -0.27
C -0.03864 1.41762 -0.20424 -0.41
C 0.75738 1.34945 1.08145 -0.51
S 2.53161 0.95936 0.81429 -0.68
H 0.71511 -0.27166 -2.39309 0.40
H 1.39175 -0.96832 -0.72768 0.22
H -1.23153 0.30968 -1.57471 0.26
H -1.11531 -0.64742 -0.03452 -0.01
H 0.56951 1.86281 -1.10843 0.22
H -0.86990 2.14890 -0.36371 0.36
H 0.39489 0.60766 1.83330 0.08
H 0.76059 2.42430 1.65088 0.17
H -1.36134 -0.88128 1.26589 0.40
H -0.85907 -1.72446 2.57482 0.31
H 0.01949 -2.50880 -0.88383 0.34
O -1.55030 -1.33630 2.07265 -0.70
```


Run 2
# C4H11O2S

A molecular structure, C4H11O2S (ωB97M-V/def2-TZVPD, the OMol25 dataset).

Computed properties:
- HOMO (eV) = -3.2
- total charge = -1
- gap between HOMO and LUMO (eV) = 7.264

XYZ file:
```
18
Properties=species:S:1:pos:R:3:mulliken_charge:R:1
C 0.59450 -1.24006 -0.72186 -0.55
O -0.02242 -0.57102 -1.80985 -0.65
C -0.34426 -1.42778 0.47851 -0.64
C -0.94622 -0.14146 1.05988 -0.52
C 0.09453 0.88465 1.54998 -0.63
S 0.10755 2.46293 0.62511 -0.64
H 1.53389 -0.78207 -0.39695 0.28
H 0.87534 -2.25208 -1.06536 0.30
H -1.16295 -2.08687 0.18381 0.35
H 0.14591 -2.00732 1.26327 0.33
H -1.61907 0.31482 0.35002 0.31
H -1.61156 -0.42486 1.89681 0.34
H 1.09201 0.44806 1.43432 0.24
H -0.07782 1.12944 2.61455 0.23
H 0.53532 1.91484 -1.05731 0.18
H -0.14415 1.93466 -2.45321 0.35
H 0.31461 0.32044 -1.87552 0.50
O 0.63479 1.52366 -2.07619 -0.74
```


Run 3
# C4H11O2S

2 unconnected molecules or ions with the total composition C4H11O2S (ωB97M-V/def2-TZVPD, the OMol25 dataset).

Computed properties:
- HOMO (eV) = -2.6
- total charge = -1
- gap between HOMO and LUMO (eV) = 6.107

XYZ file:
```
18
Properties=species:S:1:pos:R:3:mulliken_charge:R:1
C -1.86587 0.43731 -0.65353 -0.30
O -2.31269 1.58331 -1.42470 -0.56
C -0.52929 0.64621 0.01837 -0.17
C -0.41980 0.49117 1.52121 -0.61
C 1.03712 0.25460 1.90592 -0.85
S 1.73828 -1.29659 1.20916 -0.68
H -1.86459 -0.41759 -1.33472 0.14
H -2.67773 0.29325 0.05074 0.32
H 0.21393 -0.04506 -0.37869 0.03
H -0.12377 1.64026 -0.20473 0.23
H -0.78780 1.39180 2.03419 0.29
H -0.99472 -0.37373 1.86766 0.31
H 1.11725 0.20510 2.98889 0.30
H 1.66889 1.08853 1.58160 0.26
H 1.05770 -0.91736 -2.59070 0.34
H -0.17677 -1.37078 -3.31386 0.31
H -1.54767 1.91774 -1.90697 0.31
O 0.56324 -0.75493 -3.40950 -0.68
```


Stability, highest: run 3


Run 1
# C5H8O3

C5H8O3 in the gas phase (ωB97M-V/def2-TZVPD, the OMol25 dataset).

Computed properties:
- HOMO (eV) = -10.1
- gap between HOMO and LUMO (eV) = 11.029
- SMILES = C1O[C@H]2CC[C@@H](O1)O2

XYZ file:
```
16
Properties=species:S:1:pos:R:3:mulliken_charge:R:1
C 1.41565 -0.22158 -0.62148 -0.19
C -0.46779 -1.03206 0.48843 0.12
C -1.40129 -0.57516 -0.69678 -0.61
C -1.01927 0.94181 -0.72027 -0.61
C -0.09447 1.12917 0.46751 -0.02
H 2.50341 -0.38784 -0.62730 0.31
H 1.08878 -0.04940 -1.65417 0.25
H -0.81514 -1.90519 1.03163 0.43
H -1.18539 -1.15068 -1.60139 0.32
H -2.42881 -0.74737 -0.42981 0.33
H -1.89418 1.64402 -0.64821 0.31
H -0.47944 1.30860 -1.58755 0.34
H -0.25237 2.01001 1.05201 0.44
O 0.82135 -1.31769 -0.01833 -0.45
O 1.21628 1.01336 0.08260 -0.47
O -0.42936 0.03243 1.30577 -0.49
```


Run 2
# C5H8O3

C5H8O3 in the gas phase (ωB97M-V/def2-TZVPD, the OMol25 dataset).

Computed properties:
- HOMO (eV) = -9.7
- gap between HOMO and LUMO (eV) = 10.511
- SMILES = CC(=O)O[C@H]1C[C@H]1O

XYZ file:
```
16
Properties=species:S:1:pos:R:3:mulliken_charge:R:1
C 2.44536 0.93304 0.10828 -1.02
C 1.48297 -0.16218 -0.22399 0.75
C -0.78508 -0.69829 -0.66320 -0.14
C -1.57800 -1.04062 0.61059 -0.45
C -2.04191 0.04159 -0.30908 -0.18
H 3.52087 0.58918 -0.15707 0.30
H 2.54374 1.06859 1.15216 0.29
H 2.36213 1.92256 -0.40047 0.32
H -0.40505 -1.41821 -1.35647 0.49
H -2.22723 -1.98206 0.55315 0.22
H -1.04460 -0.82205 1.57001 0.19
H -2.98627 -0.26722 -0.78967 0.33
H -1.36211 1.63384 0.59429 0.32
O 1.71700 -1.36813 -0.14266 -0.58
O 0.24842 0.23361 -0.43617 -0.33
O -1.89025 1.33636 -0.10970 -0.52
```


Run 3
# C5H8O3

C5H8O3 in the gas phase (ωB97M-V/def2-TZVPD, the OMol25 dataset).

Computed properties:
- HOMO (eV) = -9.1
- gap between HOMO and LUMO (eV) = 9.929
- SMILES = OC[C@H]1[C@H]2OCO[C@@H]12

XYZ file:
```
16
Properties=species:S:1:pos:R:3:mulliken_charge:R:1
C 1.51820 -0.22007 -0.66702 -0.88
C 0.39111 -0.91270 0.21465 -0.04
C -1.07267 -1.09034 0.02188 -0.23
C -1.37574 1.22288 -0.15304 -0.14
C -0.40816 -0.38827 1.15808 -0.03
H 2.18251 1.46202 0.20303 0.34
H 1.12868 0.39472 -1.46334 0.32
H 1.93985 -1.05468 -1.11500 0.43
H 0.59477 -1.86901 0.47849 0.54
H -1.70970 -1.96930 -0.03442 0.40
H -0.94203 2.05938 -0.93704 0.15
H -2.36675 1.66494 0.00138 0.26
H -0.34152 -0.80356 2.31720 0.25
O 2.46826 0.50690 0.06405 -0.56
O -1.61094 -0.11256 -0.88617 -0.42
O -0.39587 1.10966 0.79729 -0.40
```


Stability, highest: run 1


Run 1
# C5H8O3

C5H8O3 in the gas phase (ωB97M-V/def2-TZVPD, the OMol25 dataset).

Computed properties:
- HOMO (eV) = -7.9
- gap between HOMO and LUMO (eV) = 8.328
- SMILES = C/C=C(O)\C(O)=C\O

XYZ file:
```
16
Properties=species:S:1:pos:R:3:mulliken_charge:R:1
C -1.11610 1.62577 -0.44170 -0.97
C 0.72185 -0.82049 0.07427 0.27
C -0.68454 -0.83678 0.13427 0.61
C 1.27920 0.31888 0.61714 -0.45
C -1.25484 0.39134 0.39876 -0.61
O 1.49102 -1.79236 -0.55564 -0.58
O -1.39421 -2.01293 0.23099 -0.52
O 2.48552 0.80301 0.21849 -0.50
H 0.95160 -2.22304 -1.22970 0.35
H -0.80533 -2.71777 0.53149 0.36
H 2.77442 0.30980 -0.56188 0.32
H 0.99548 0.74297 1.56563 0.44
H -2.17651 0.36081 0.97703 0.35
H -2.03461 1.80905 -1.00500 0.32
H -0.28700 1.54086 -1.14356 0.32
H -0.94594 2.50089 0.18940 0.28
```


Run 2
# C5H8O3

C5H8O3 in the gas phase (ωB97M-V/def2-TZVPD, the OMol25 dataset).

Computed properties:
- HOMO (spin up / spin down) (eV) = -7.5 / -7.5
- gap between HOMO and LUMO (spin up / spin down) (eV) = 8.013 / 8.132

XYZ file:
```
16
Properties=species:S:1:pos:R:3:mulliken_charge:R:1
C -1.41059 1.58476 0.71245 -0.43
C 0.84259 -0.07902 -0.13701 0.78
C 0.72152 1.41426 -0.19943 -0.35
C -0.37026 -0.74290 -0.77424 -0.58
C -0.95876 -1.82232 -0.28260 -0.60
O -0.32342 2.06709 0.21289 -0.28
O 0.96155 -0.56602 1.19001 -0.54
O 2.01059 -0.39081 -0.86463 -0.60
H 1.73791 -0.15982 1.58724 0.33
H 2.07805 -1.35423 -0.92186 0.36
H 1.49643 1.99799 -0.66358 0.44
H -1.52361 0.58020 1.08317 0.27
H -2.17596 2.31745 0.90917 0.29
H -0.61306 -0.34127 -1.75045 0.34
H -1.76862 -2.30984 -0.79774 0.30
H -0.70437 -2.19551 0.69662 0.27
```


Run 3
# C5H8O3

C5H8O3 in the gas phase (ωB97M-V/def2-TZVPD, the OMol25 dataset).

Computed properties:
- HOMO (eV) = -8.6
- gap between HOMO and LUMO (eV) = 9.237
- SMILES = O[C@H]1CO[C@@H]2C[C@@]12O

XYZ file:
```
16
Properties=species:S:1:pos:R:3:mulliken_charge:R:1
C -0.61937 -0.72725 0.64729 -0.45
C 0.40676 -1.38224 -0.48545 -0.53
C 0.05717 0.86998 -0.71180 0.11
C 0.18606 1.82211 0.23992 -0.78
C 0.09104 0.51579 0.86699 0.66
H -1.77052 -0.60080 -0.81579 0.39
H -0.79331 -1.47202 1.55283 0.30
H 1.34028 -2.10774 -0.39535 0.30
H -0.38632 -1.68661 -1.18319 0.33
H -0.98229 0.67632 -1.26374 0.16
H -0.72211 2.49308 0.04017 0.20
H 0.99988 2.50424 0.53273 0.30
H 1.65299 -0.45014 0.56644 0.43
O -1.91086 -0.58613 0.24818 -0.46
O 0.97656 -0.18451 -1.16818 -0.44
O 1.47404 0.31593 1.32895 -0.50
```


Run 4
# C5H8O3

C5H8O3 in the gas phase (ωB97M-V/def2-TZVPD, the OMol25 dataset).

Computed properties:
- HOMO (eV) = -10.1
- gap between HOMO and LUMO (eV) = 10.888
- SMILES = C[C@]1(O)OC[C@]12CO2

XYZ file:
```
16
Properties=species:S:1:pos:R:3:mulliken_charge:R:1
C 0.62697 0.47188 -0.00988 1.09
C -0.50598 -0.32480 0.54772 0.25
C -1.86757 -0.40057 0.03233 -0.42
C 0.37290 -1.37681 1.15531 -0.37
C 0.60090 0.88765 -1.46039 -1.47
O -1.65280 0.47419 1.10833 -0.50
O 1.38499 -0.96069 0.24935 -0.54
O 1.13374 1.40685 0.83542 -0.50
H 1.98930 1.71461 0.51004 0.37
H -2.43629 -1.29804 0.26531 0.26
H -2.14077 0.06926 -0.90976 0.21
H 0.04876 -2.40729 0.98650 0.31
H 0.64001 -1.21945 2.20363 0.23
H -0.31482 1.41609 -1.70710 0.33
H 0.67782 0.01272 -2.10386 0.35
H 1.44283 1.53440 -1.70295 0.41
```


Stability, highest: run 1


Run 1
# CHN3O

2 unconnected molecules or ions with the total composition CHN3O (ωB97M-V/def2-TZVPD, the OMol25 dataset).

Computed properties:
- HOMO (eV) = -11.6
- gap between HOMO and LUMO (eV) = 11.893

XYZ file:
```
6
Properties=species:S:1:pos:R:3:mulliken_charge:R:1
C 0.05988 1.26342 0.04854 -0.29
N -2.64620 -0.27176 -0.28826 0.09
N -3.02699 -1.17387 0.20821 -0.09
N 1.09203 0.74204 0.04794 0.23
O 2.30818 0.20093 0.01311 -0.31
H 2.21309 -0.76075 -0.02953 0.38
```


Run 2
# CHN3O

2 unconnected molecules or ions with the total composition CHN3O (ωB97M-V/def2-TZVPD, the OMol25 dataset).

Computed properties:
- HOMO (eV) = -10.2
- gap between HOMO and LUMO (eV) = 11.179

XYZ file:
```
6
Properties=species:S:1:pos:R:3:mulliken_charge:R:1
C -3.34708 -0.91211 0.09648 0.11
N -0.75181 -0.05703 -1.07502 -0.40
N -0.26003 -0.98544 -0.65120 0.82
N 0.14187 -2.07105 -0.21116 -0.67
O -2.93587 -1.95603 -0.03001 -0.12
H 1.01150 -2.49749 -0.59369 0.27
```


Stability, highest: run 2


Run 1
# C2H2O2S2

2 unconnected molecules or ions with the total composition C2H2O2S2 (ωB97M-V/def2-TZVPD, the OMol25 dataset).

Computed properties:
- HOMO (spin up / spin down) (eV) = -8.7 / -8.7
- gap between HOMO and LUMO (spin up / spin down) (eV) = 7.908 / 7.903

XYZ file:
```
8
Properties=species:S:1:pos:R:3:mulliken_charge:R:1
C -0.76311 0.84711 -0.03866 -0.39
C 1.37825 -0.20579 0.07492 0.42
O -3.13131 0.43037 -0.21756 -0.50
O 1.12000 -1.42848 0.34539 -0.38
S 2.53267 0.82305 -0.26857 -0.19
S -1.87450 -0.23167 -0.32659 0.31
H -1.06375 1.85338 -0.20636 0.34
H 1.80175 -2.08798 0.63745 0.38
```


Run 2
# C2H2O2S2

C2H2O2S2 in the gas phase (ωB97M-V/def2-TZVPD, the OMol25 dataset).

Computed properties:
- HOMO (eV) = -9.2
- gap between HOMO and LUMO (eV) = 7.223
- SMILES = O=C(O)C(=S)S

XYZ file:
```
8
Properties=species:S:1:pos:R:3:mulliken_charge:R:1
C 0.75050 0.22218 0.00868 0.47
C -0.54819 -0.14402 -0.05394 0.29
H 2.37849 0.99128 -0.86586 0.41
H -2.53880 -0.68223 0.69285 0.17
O 1.52857 0.34150 -1.13202 -0.46
O 1.25733 0.18935 1.21410 -0.52
S -1.49448 0.05281 1.41860 -0.13
S -1.33341 -0.97087 -1.28241 -0.22
```


Run 3
# C2H2O2S2

C2H2O2S2 in the gas phase (ωB97M-V/def2-TZVPD, the OMol25 dataset).

Computed properties:
- HOMO (eV) = -10.1
- gap between HOMO and LUMO (eV) = 9.738
- SMILES = C#CS[SH](=O)=O

XYZ file:
```
8
Properties=species:S:1:pos:R:3:mulliken_charge:R:1
C -1.04704 0.86518 0.60238 0.27
C 0.10841 1.22015 0.56787 -0.51
O 3.44886 -0.21848 -0.57266 -0.56
O 2.08232 -1.12311 1.17848 -0.48
S 1.69899 1.71922 0.34424 -0.10
S 2.16695 -0.27090 0.03195 0.78
H -2.07068 0.81150 0.38735 0.40
H 1.19861 -0.70692 -0.88223 0.20
```


Run 4
# C2H2O2S2

2 unconnected molecules or ions with the total composition C2H2O2S2 (ωB97M-V/def2-TZVPD, the OMol25 dataset).

Computed properties:
- HOMO (spin up / spin down) (eV) = -9.4 / -9.4
- gap between HOMO and LUMO (spin up / spin down) (eV) = 7.321 / 7.320

XYZ file:
```
8
Properties=species:S:1:pos:R:3:mulliken_charge:R:1
C -1.22890 0.57478 0.08967 -1.02
C -1.24038 -0.26272 1.05739 0.98
O 2.40919 0.81636 -0.19659 -0.38
O -1.12755 -1.07004 1.87372 -0.35
S 1.14977 -1.30603 -1.71392 -0.10
S 2.40150 -0.62351 -0.46306 0.48
H -1.98617 1.18485 -0.16789 0.27
H -0.37747 0.68631 -0.47933 0.12
```


Stability, highest: run 4